[1]
The following is a quantum chemistry calculation of C58H47O10S4Ta as an isolated structure, from OMol25.

lowest unoccupied orbital energy: -0.412 eV
HOMO: -8.29 eV

The geometry in XYZ format:
```
120
C58H47O10S4Ta (ωB97M-V with the def2-TZVPD basis set)
Ta 0.846 0.139 0.005
O 3.360 3.279 0.064
C 2.763 2.269 0.297
O 1.515 2.022 -0.095
C 3.368 1.054 1.068
O 4.530 0.982 1.356
O 2.446 0.146 1.303
C -3.027 5.060 -0.475
C -3.506 3.662 -0.124
C -5.016 3.553 -0.002
O -3.077 2.730 -1.113
C -1.986 1.978 -0.604
C -2.344 1.961 0.884
O -2.878 3.257 1.090
C -1.256 1.631 1.931
O -0.411 0.675 1.326
C -1.984 0.995 3.109
C -2.821 1.786 3.893
C -3.513 1.231 4.954
C -3.381 -0.122 5.244
C -2.560 -0.911 4.458
C -1.870 -0.353 3.391
C -0.331 2.754 2.388
C 0.445 2.522 3.522
C 1.441 3.409 3.896
C 1.672 4.551 3.143
C 0.904 4.790 2.018
C -0.088 3.897 1.642
C -1.941 0.623 -1.372
O -0.645 0.083 -1.229
C -2.985 -0.338 -0.818
C -4.343 -0.034 -0.938
C -5.301 -0.870 -0.391
C -4.924 -2.030 0.274
C -3.582 -2.348 0.375
C -2.620 -1.507 -0.170
C -2.112 0.854 -2.877
C -2.804 -0.044 -3.678
C -2.832 0.116 -5.057
C -2.148 1.161 -5.653
C -1.438 2.052 -4.861
C -1.428 1.901 -3.486
H -3.581 5.439 -1.333
H -1.969 5.043 -0.729
H -3.177 5.733 0.368
H -5.481 3.695 -0.977
H -5.396 4.311 0.681
H -5.280 2.567 0.377
H -1.031 2.498 -0.765
H -3.141 1.219 1.030
H -2.919 2.841 3.672
H -4.156 1.854 5.561
H -3.921 -0.555 6.075
H -2.453 -1.968 4.667
H -1.245 -0.970 2.766
H 0.279 1.629 4.111
H 2.038 3.205 4.775
H 2.456 5.240 3.426
H 1.091 5.664 1.409
H -0.655 4.091 0.746
H -4.642 0.860 -1.465
H -6.348 -0.617 -0.489
H -5.675 -2.679 0.704
H -3.274 -3.254 0.882
H -1.573 -1.766 -0.100
H -3.325 -0.878 -3.230
H -3.387 -0.586 -5.666
H -2.160 1.278 -6.728
H -0.885 2.864 -5.313
H -0.862 2.600 -2.886
O 0.756 -1.865 0.641
S 0.758 -3.320 1.065
C 0.802 -3.259 2.839
C 1.305 -2.149 3.501
C 1.286 -2.151 4.888
C 0.788 -3.243 5.582
C 0.299 -4.349 4.900
C 0.295 -4.360 3.515
C 2.420 -3.818 0.707
C 3.461 -2.923 0.933
C 4.742 -3.316 0.595
C 4.967 -4.577 0.054
C 3.918 -5.455 -0.164
C 2.622 -5.074 0.159
H 1.700 -1.302 2.952
H 1.661 -1.290 5.423
H 0.774 -3.232 6.663
H -0.095 -5.195 5.447
H -0.108 -5.205 2.973
H 3.266 -1.932 1.324
H 5.564 -2.628 0.734
H 5.972 -4.869 -0.217
H 4.101 -6.427 -0.600
H 1.784 -5.730 -0.035
O 2.004 -0.371 -1.424
C 2.507 -0.703 -2.696
C 1.594 -1.778 -3.253
C 1.429 -3.042 -2.756
C 0.336 -3.721 -3.341
C -0.316 -2.949 -4.257
S 0.387 -1.408 -4.409
C 2.521 0.527 -3.581
C 2.174 1.804 -3.266
C 2.389 2.709 -4.339
C 2.902 2.101 -5.439
S 3.137 0.426 -5.187
C 3.940 -1.170 -2.510
C 4.911 -0.437 -1.892
C 6.158 -1.102 -1.844
C 6.117 -2.317 -2.460
S 4.563 -2.665 -3.078
H 2.048 -3.460 -1.979
H 0.054 -4.736 -3.104
H -1.165 -3.218 -4.861
H 1.782 2.098 -2.310
H 2.169 3.764 -4.286
H 3.147 2.544 -6.388
H 4.738 0.548 -1.486
H 7.045 -0.690 -1.389
H 6.923 -3.018 -2.597
```

Atom charges from the Löwdin analysis, given in e for atoms 1 to 6:
1 Ta 1.9130
2 O 0.1466
3 C -0.4903
4 O -0.1826
5 C -0.5165
6 O 0.1279


[2]
The following is a quantum chemistry calculation of C3H4N4O as an isolated structure, from OMol25.

lowest unoccupied orbital energy: -0.854 eV
HOMO: -10.06 eV

The geometry in XYZ format:
```
12
C3H4N4O (ωB97M-V with the def2-TZVPD basis set)
C -0.669 0.915 -0.081
C -0.245 0.937 1.375
C 0.686 -0.769 0.723
H 0.056 -1.164 -2.197
H -1.454 1.536 -1.660
H -0.739 1.680 2.002
H 1.822 -2.241 -0.037
N -0.286 -0.456 -0.443
N -1.465 1.755 -0.640
N 0.278 -0.133 1.879
N 1.568 -1.704 0.748
O 0.450 -0.357 -1.668
```

Atom charges from the Löwdin analysis, given in e for atoms 1 to 6:
1 C -0.3437
2 C -0.0402
3 C -0.4191
4 H 0.1624
5 H 0.0744
6 H 0.1185


[3]
The following is a quantum chemistry calculation of an isolated molecule of C21H17ClF2N6O3, from OMol25.

structure (SMILES): O=C(NC1(c2c[nH]nn2)CC1)C(=O)c1c(Cl)c(C(=O)Nc2ccc(F)c(F)c2)c2n1CCC2
lowest unoccupied orbital energy: -0.398 eV
HOMO: -8.51 eV

The geometry in XYZ format:
```
50
C21H17ClF2N6O3 (ωB97M-V with the def2-TZVPD basis set)
O -1.927 -1.878 2.013
C -1.803 -0.733 2.402
N -1.742 -0.609 3.791
C -1.553 -1.599 4.981
C -0.225 -2.147 5.182
C 0.211 -3.322 4.674
N 1.544 -3.400 4.966
N 1.900 -2.259 5.596
N 0.834 -1.515 5.805
C -2.675 -2.634 4.982
C -2.753 -1.522 5.927
C -1.600 0.383 1.328
O -1.910 1.450 1.807
C -1.189 0.244 -0.165
C -0.229 1.088 -0.711
Cl 0.643 2.340 0.017
C -0.144 0.865 -2.173
C 0.610 1.515 -3.118
O 0.305 1.583 -4.294
N 1.545 2.443 -2.638
C 2.473 3.099 -3.360
C 3.713 2.945 -2.787
C 4.840 3.510 -3.445
C 4.727 4.056 -4.709
F 5.954 4.470 -5.362
C 3.485 4.223 -5.311
F 3.454 4.673 -6.596
C 2.354 3.751 -4.612
C -1.080 -0.145 -2.379
N -1.661 -0.547 -1.248
C -2.326 -1.841 -1.366
C -2.372 -1.981 -2.928
C -1.438 -0.939 -3.508
H -1.822 0.362 4.164
H -0.281 -4.099 4.104
H 2.171 -3.975 4.445
H -2.560 -3.657 5.394
H -3.300 -2.431 4.059
H -2.612 -2.006 6.894
H -3.407 -0.664 5.903
H 1.719 2.307 -1.622
H 3.997 2.332 -1.826
H 5.781 3.594 -2.975
H 1.376 3.714 -5.033
H -1.710 -2.547 -0.757
H -3.193 -2.097 -0.820
H -3.364 -1.770 -3.219
H -2.161 -2.984 -3.252
H -0.553 -1.259 -4.042
H -2.044 -0.386 -4.181
```

Atom charges from the Löwdin analysis, given in e for atoms 1 to 6:
1 O 0.0480
2 C -0.3658
3 N 0.1351
4 C -0.3040
5 C -0.2642
6 C -0.0416


[4]
The following is a quantum chemistry calculation of a 2-piece molecular cluster, C4H4ClI overall, from OMol25.

lowest unoccupied orbital energy (alpha / beta): -1.419 / -1.256 eV
HOMO (alpha / beta): -7.75 / -7.94 eV

The geometry in XYZ format:
```
10
C4H4ClI (ωB97M-V with the def2-TZVPD basis set)
C -1.927 0.020 -0.862
C -0.767 -0.392 -0.176
C 2.717 -0.472 1.551
C 0.187 0.511 0.443
Cl 0.406 2.110 -0.022
I 3.509 -0.654 -0.231
H -2.929 -0.538 -0.864
H -1.905 0.961 -1.283
H -0.899 -1.356 0.076
H 1.609 -0.191 1.368
```

Atom charges from the Löwdin analysis, given in e for atoms 1 to 6:
1 C 0.0614
2 C -0.2511
3 C -0.6113
4 C -0.5734
5 Cl 0.6438
6 I 0.7657


Energy relative to the best compared isomer or geometry (same formula, charge and spin) values, unit kJ/mol, following the record order: 0.0, 387.4, 16.9, 145.9.
Calculated total energy values, unit Ha, following the record order: -4640.794203, -410.855740, -2024.451137, -912.378318.
Largest force on an atom values, unit eV/Å, following the record order: 0.7, 5.7, 6.0, 5.1.